A structure of composition C37H23BrF4N4O6PPb. Source: OMol25; level of theory: wB97M-V/def2-TZVPD.

Geometry as XYZ:
```
77
Properties=species:S:1:pos:R:3:forces:R:3:lowdin_charge:R:1
Pb -1.25059 0.07311 -1.17432 0.3148 0.8648 -0.2040 1.365
O -1.11832 -3.42936 1.56965 -0.0591 -0.1615 0.3394 -0.010
C -1.44766 -2.40549 0.95778 0.0826 -0.1196 -0.1776 -0.541
N -1.16841 -2.11128 -0.30425 0.0115 0.0492 -0.3894 -0.092
C -0.39335 -3.10007 -1.01202 -0.1197 -0.3323 0.2106 -0.177
C 0.82155 -2.53409 -1.68854 0.2219 -0.1146 -0.1973 -0.281
C 1.67214 -3.36891 -2.41457 0.0086 0.0578 -0.0390 -0.020
C 2.75605 -2.81848 -3.06911 -0.1445 0.0268 0.1116 -0.061
C 2.93602 -1.44301 -3.01768 -0.0033 0.0171 0.0750 -0.049
C 2.03818 -0.69890 -2.28110 0.3567 -0.0500 -0.1604 -0.163
N 1.03923 -1.23190 -1.59710 -0.0823 -0.4819 -0.0455 -0.014
C -2.27341 -1.36794 1.65905 -0.1830 -0.0464 0.6535 -0.200
C -3.14240 -1.76962 2.66738 -0.0055 -0.0041 0.0303 0.000
C -3.91088 -0.81533 3.30768 0.1124 0.0447 -0.2069 -0.057
C -3.79101 0.50704 2.90799 0.1146 -0.0363 -0.0058 -0.047
C -2.88994 0.81427 1.90194 -0.2418 0.2191 0.3139 -0.163
N -2.13511 -0.09605 1.30667 -0.0673 -0.3704 0.0279 0.020
H -0.09284 -3.89161 -0.30528 -0.0518 0.1083 -0.2769 0.120
H -1.01323 -3.56792 -1.79114 0.0884 -0.0385 0.0648 0.132
H 1.46871 -4.42958 -2.46819 -0.0216 -0.0642 0.0314 0.112
H 3.44521 -3.44519 -3.61851 0.0031 -0.0306 -0.0667 0.101
H 3.74728 -0.96309 -3.54068 0.0767 0.0763 -0.0575 0.102
H 2.11470 0.37745 -2.22632 0.0880 0.1685 -0.0489 0.108
H -3.20055 -2.81701 2.91478 0.0572 -0.0985 0.0387 0.112
H -4.59945 -1.09960 4.08965 -0.0835 -0.0126 0.0639 0.101
H -4.38921 1.28578 3.35283 -0.0564 0.1023 0.0368 0.102
H -2.78525 1.82695 1.54239 -0.0251 0.0596 -0.0122 0.108
O -5.71319 0.22627 -5.99783 -0.0484 -0.0002 0.0185 0.062
C -4.80865 0.10880 -4.99000 0.4237 -0.0225 0.3179 -0.289
C -3.51728 -0.34777 -5.22612 -0.0673 -0.0680 0.0267 0.052
C -2.62010 -0.40884 -4.17269 0.0603 0.0344 -0.5220 -0.170
N -2.96186 -0.06524 -2.93743 -0.1767 -0.1296 -0.1707 0.034
C -4.18428 0.39983 -2.70323 -0.4299 0.2342 0.0255 -0.164
C -5.14500 0.50101 -3.69816 -0.0813 -0.0947 -0.1195 0.067
C -4.44114 1.00896 -1.30914 -0.1620 0.0323 -0.2950 -0.654
O -5.60198 1.17251 -0.95672 -0.6463 -0.0516 -0.0419 0.013
O -3.39764 1.34837 -0.69654 0.4001 0.0014 0.0268 -0.182
C -1.13095 -0.67345 -4.45638 -0.1447 -0.0238 -0.2415 -0.648
O -0.83455 -1.15235 -5.54724 -0.1643 -0.2413 -0.4752 0.006
O -0.35195 -0.29375 -3.54982 -0.0625 0.1333 0.3257 -0.149
H -5.27856 -0.03390 -6.81994 -0.0837 0.0157 0.0987 0.105
H -3.18091 -0.62454 -6.21707 0.1114 -0.0248 -0.0017 0.120
H -6.11561 0.90754 -3.46222 -0.0606 0.0150 0.0720 0.124
F 3.26036 6.54548 1.39057 -0.0480 -0.2682 -0.0292 0.119
C 2.84091 5.28075 1.26505 -0.0291 -0.1281 -0.0003 -0.131
C 3.29830 4.30342 2.14289 -0.0330 -0.0951 -0.0259 -0.126
F 4.18088 4.62309 3.10006 -0.2076 -0.0274 -0.2133 0.115
C 2.84227 2.99656 2.00720 0.0052 0.1142 -0.1507 -0.213
F 3.33631 2.07071 2.83672 0.0765 0.3906 -0.0349 0.109
C 1.92334 2.63477 1.02541 -0.2048 -0.0876 -0.1857 -0.313
P 1.14476 0.94040 0.93066 0.7765 0.4091 0.5992 1.075
C 0.93320 0.71167 2.74340 -0.1661 -0.1285 -0.0977 -0.358
C 1.67002 -0.17392 3.52095 -0.0486 0.0235 0.0155 -0.083
C 1.39267 -0.31642 4.86790 -0.0213 -0.0819 0.0244 -0.076
C 0.36663 0.40915 5.44565 -0.0261 0.0238 0.0905 -0.090
C -0.36749 1.29811 4.67773 -0.0835 0.1075 0.1271 -0.081
C -0.08572 1.45413 3.33321 0.1362 -0.1606 -0.0124 -0.111
C 2.62166 -0.08698 0.65552 -0.1345 0.0113 0.0102 -0.394
C 2.40760 -1.45480 0.83217 0.2378 0.1670 0.0184 -0.133
C 3.43865 -2.34836 0.63282 -0.0058 -0.0952 0.0737 -0.067
C 4.68933 -1.88439 0.25548 0.1032 0.0449 -0.0329 -0.086
C 4.89119 -0.53259 0.03699 0.1736 -0.0572 -0.0409 -0.086
C 3.85656 0.36956 0.21952 -0.1217 -0.0462 0.2152 -0.090
C 1.50578 3.62082 0.12875 0.1289 0.2331 -0.0072 -0.569
Br 0.34042 3.20500 -1.31499 0.3100 0.3275 0.2771 0.817
C 1.96069 4.93152 0.24860 -0.0560 -0.2631 0.0185 -0.260
F 1.56102 5.87098 -0.61093 0.0859 0.0741 0.1123 0.075
H 2.47247 -0.74861 3.08477 0.0274 0.0197 0.0280 0.097
H 1.97399 -1.00696 5.46268 0.0267 -0.0456 0.0408 0.102
H 0.13611 0.27631 6.49249 -0.0353 0.0204 0.0963 0.097
H -1.17234 1.85847 5.12975 -0.0923 0.0752 0.0173 0.102
H -0.66537 2.13673 2.72603 -0.0652 0.0544 0.0125 0.098
H 1.42796 -1.80192 1.13273 -0.0962 -0.1461 -0.0073 0.111
H 3.26700 -3.40539 0.77134 -0.0159 -0.1040 0.0258 0.111
H 5.50839 -2.57765 0.13569 0.0695 -0.0801 -0.0864 0.098
H 5.86314 -0.17616 -0.27202 0.0867 0.0294 -0.0498 0.099
H 4.02547 1.42291 0.03680 -0.0122 0.0467 0.0178 0.106
```
Forces are in eV/Å.

Properties
Net charge: -1
Relative energy (zero: lowest compared OMol25 entry of this formula, charge and spin) in kcal per mole: 9.3
2S+1: 1
Kohn-Sham gap in eV: 7.16
HOMO in eV: -5.156